One molecule with the formula C5H9NO2 in a non-equilibrium geometry, computed with ωB97M-V with the def2-TZVPD basis set.

CARTESIAN COORDINATES (ANGSTROEM)
C  -1.22746  0.02307  -1.76623
C  0.19927  0.05475  2.63794
C  0.73155  0.03297  0.13997
C  0.47951  0.03357  -1.15163
C  -0.36278  -0.05569  1.24515
O  1.98721  0.20193  0.67390
O  1.37671  -0.23552  -2.12684
N  -1.57667  -0.19871  0.99771
H  2.61517  0.14082  -0.05680
H  0.98036  -0.09284  -2.99623
H  -1.71408  -0.16498  -0.20296
H  -2.12496  0.61901  -1.58645
H  -1.37151  -1.03996  -1.97381
H  -1.02407  0.44260  -2.75610
H  -0.62345  0.02584  3.34386
H  0.76258  0.97568  2.75740
H  0.89262  -0.76253  2.82113

Its SMILES is [H]/N=C(C)\C(O)=C(/C)O. Its total energy is -401.02978 a.u. Its HOMO-LUMO gap is 8.81 eV. As for the spin multiplicity: 1. The charge is 0.



C4H9NOS4SbTc as an isolated structure in a non-equilibrium geometry, computed with ωB97M-V with the def2-TZVPD basis set.

CARTESIAN COORDINATES (ANGSTROEM)
Tc  0.08946  -0.41164  0.05504
S  -2.70191  -0.72154  3.72228
Sb  -2.03740  -1.92878  1.97631
S  -2.15921  -0.14455  0.08415
S  0.44162  -1.64990  1.84471
S  -2.68139  -3.96871  1.43494
C  1.46694  -2.78099  -2.67883
C  0.07537  -2.68623  -2.05772
C  -0.99120  -2.31463  -3.09536
C  -0.30297  -3.97060  -1.32444
N  0.07520  -1.60916  -1.09976
H  1.46743  -3.58521  -3.41491
H  2.21216  -3.00360  -1.91585
H  1.73909  -1.84958  -3.17469
H  -1.02658  -3.11454  -3.83471
H  -0.74016  -1.37988  -3.59557
H  -1.96867  -2.21960  -2.62427
H  -0.31360  -4.77981  -2.05596
H  -1.28537  -3.89449  -0.86409
H  0.42331  -4.21219  -0.54790
O  1.55102  0.34725  -0.30143

Its total energy is -2201.56305 a.u. Its HOMO-LUMO gap is 5.91 eV. As for the spin multiplicity: 1. The charge is 0.



An isolated ion of composition C6H7O2S and charge -1 in a non-equilibrium geometry, computed with ωB97M-V with the def2-TZVPD basis set.

CARTESIAN COORDINATES (ANGSTROEM)
C  1.32722  -0.99963  0.92536
C  0.03959  -1.32080  1.37123
C  1.49768  -0.15446  -0.20221
C  -0.99420  -0.27897  0.21451
C  0.12117  0.57685  -0.34567
C  -0.21000  1.08199  -1.75297
O  -0.36236  -2.00542  2.27769
O  2.48527  0.20692  -0.87782
S  -2.33383  0.43804  1.19383
H  2.09404  -1.63775  1.43833
H  -1.47478  -0.96315  -0.62433
H  0.20629  1.42853  0.37136
H  0.54036  1.83776  -1.98275
H  -1.24772  1.42530  -1.81967
H  0.02553  0.25598  -2.45965
H  -1.71424  0.10882  2.27276

Its SMILES is C[C@@H]1C([O-])=CC(=O)[C@H]1S. Its total energy is -781.52163 a.u. Its HOMO-LUMO gap is 7.39 eV. As for the spin multiplicity: 1. The charge is -1.



A 2-piece molecular cluster, C4H8N2O overall, computed with ωB97M-V with the def2-TZVPD basis set.

CARTESIAN COORDINATES (ANGSTROEM)
C  -0.35233  1.21528  0.98608
C  1.31947  0.57896  -1.45540
C  1.54764  -0.41504  -2.63689
N  0.91777  -0.63701  -1.38331
C  -1.04452  -0.13525  1.04161
O  -1.28428  -0.81614  0.04955
N  -1.28149  -0.60794  2.30631
H  0.72517  1.10352  0.81868
H  -0.70441  1.75637  0.10828
H  -0.49641  1.80820  1.89417
H  0.90835  -0.31066  -3.51849
H  2.54686  -0.80621  -2.80069
H  0.49819  -1.33113  -0.76651
H  -1.45199  0.04103  3.06132
H  -1.84802  -1.44398  2.29530

Its total energy is -341.85826 a.u. Its HOMO-LUMO gap is 9.69 eV. As for the spin multiplicity: 1. The charge is 0.



A 2-piece molecular cluster, C4H14N2O overall in a non-equilibrium geometry, computed with ωB97M-V with the def2-TZVPD basis set.

CARTESIAN COORDINATES (ANGSTROEM)
C  2.00288  -0.55201  -1.37190
C  0.85432  -0.43803  -0.27100
C  0.56867  1.06326  0.00799
C  -0.93070  1.53449  -0.43605
N  -1.62799  2.44275  0.41434
N  1.40831  -1.09293  0.97377
H  1.64386  -0.49533  -2.36348
H  2.90173  -0.06233  -1.11223
H  2.23878  -1.60162  -1.57316
H  0.05671  -1.11620  -0.66382
H  1.35721  1.50707  -0.68426
H  0.81057  1.41645  1.08632
H  -0.73696  2.20424  -1.42092
H  -1.47178  0.60146  -0.65735
H  -0.88232  3.04349  0.81559
H  -2.13397  1.99727  1.18771
H  2.20782  -0.67308  1.47512
H  1.61811  -2.03797  0.88347
H  -2.11521  -1.95827  1.27996
H  -1.68378  -2.21587  -0.07426
O  -2.15551  -2.46304  0.56628

Its total energy is -345.40120 a.u. Its HOMO-LUMO gap (alpha / beta) is 2.58 / 8.95 eV. As for the spin multiplicity: 2. The charge is -1.



A 2-piece molecular cluster, C2H3OPS overall in a non-equilibrium geometry, computed with ωB97M-V with the def2-TZVPD basis set.

CARTESIAN COORDINATES (ANGSTROEM)
C  1.23328  -0.32872  0.32996
C  1.06049  0.68560  -0.42280
O  -3.21287  -0.89669  0.20750
P  -1.86042  -0.73312  -0.23119
S  -1.32091  1.25035  0.07673
H  2.23307  -0.62561  0.22759
H  0.56933  -0.78330  0.88634
H  1.29803  1.43149  -1.07413

Its total energy is -892.68227 a.u. Its HOMO-LUMO gap is 8.29 eV. As for the spin multiplicity: 1. The charge is 0.



One molecule with the formula C10H14NOP in a non-equilibrium geometry, computed with ωB97M-V with the def2-TZVPD basis set.

CARTESIAN COORDINATES (ANGSTROEM)
C  3.22713  0.14225  -0.80409
C  2.58710  1.34407  -0.80508
C  2.56411  -0.90282  -0.04892
C  1.32843  1.55246  -0.22163
C  1.29092  -0.78611  0.50162
C  0.72141  0.49254  0.29485
C  0.69358  -2.02969  1.08248
C  -2.10924  -0.99526  -0.58425
C  -2.22211  1.60652  -0.91934
C  -2.33265  0.31391  -0.03398
N  -0.48364  -1.86049  1.83600
O  -1.04449  1.84944  1.96848
P  -0.83984  0.70222  1.12561
H  4.10649  0.03839  -1.36811
H  2.90768  2.26499  -1.32887
H  2.93532  -1.90888  0.00150
H  0.82095  2.49594  -0.19676
H  0.52755  -2.75073  0.23288
H  1.53408  -2.44327  1.72821
H  -1.89349  -1.71513  0.25278
H  -2.83670  -1.42200  -1.20238
H  -1.26980  -0.86077  -1.18709
H  -1.56365  1.41619  -1.76841
H  -1.83032  2.47923  -0.47311
H  -3.26972  1.83322  -1.27559
H  -3.24925  0.69351  0.47299
H  -0.29988  -1.54973  2.72018

Its total energy is -860.61848 a.u. Its HOMO-LUMO gap (alpha / beta) is 6.98 / 7.78 eV. As for the spin multiplicity: 3. The charge is 0.



An isolated ion of composition C5H9ClN2 and charge +2 in a non-equilibrium geometry, computed with ωB97M-V with the def2-TZVPD basis set.

CARTESIAN COORDINATES (ANGSTROEM)
C  -0.88964  -2.02260  -0.05282
C  -1.02719  -0.62165  -0.20799
C  1.36851  -0.16373  0.51123
C  -0.06673  1.35668  1.21200
C  0.23716  1.12945  -1.32313
N  0.30057  -2.50086  -0.02094
N  0.11312  0.45499  0.02082
Cl  2.78212  0.26449  -0.08237
H  -1.85488  -2.70150  0.15170
H  -2.04732  -0.09284  -0.07870
H  0.80238  0.99785  1.94881
H  -0.10837  2.42047  0.88723
H  -0.95423  1.05170  1.78765
H  0.25497  2.21558  -1.25352
H  1.18255  0.65875  -1.85366
H  -0.66291  0.95120  -1.99150
H  0.56987  -3.39801  0.34518

Its total energy is -764.63135 a.u. Its HOMO-LUMO gap (alpha / beta) is 8.19 / 6.82 eV. As for the spin multiplicity: 3. The charge is +2.